Entry 1:
Here is a cluster of 2 separate species, C3H9N2P in total in a non-equilibrium geometry from the Open Molecules 2025 dataset. Energies are from ωB97M-V with the def2-TZVPD basis set.

## Properties
* frontier orbital gap (spin up / spin down): 0.2521 / 0.2784 hartree
* E_LUMO (spin up / spin down): -0.0006 / 0.0170 Eh
* energy relative to the best compared isomer or geometry (same formula, charge and spin): 384.4 kJ/mol
* HOMO (spin up / spin down): -6.88 / -7.11 eV
* F_max: 4.416 eV/A

The geometry in XYZ format:
```
15
Properties=species:S:1:pos:R:3:forces:R:3
C 1.088117 0.438980 0.083226 -1.360 0.794 1.332
C 2.430385 -0.053851 -0.104360 1.779 -3.071 -1.697
C -0.749165 1.881318 0.402258 -1.145 -4.207 -0.696
N 0.548875 1.536428 -0.022254 2.411 0.096 0.979
N -2.116266 -1.468012 -0.489185 -0.180 -0.602 -0.442
P -1.223110 -1.480357 0.989958 1.230 -0.158 -1.350
H 2.848689 -0.933458 0.573770 -1.465 1.879 -1.164
H 2.443005 -0.484469 -1.175856 0.061 0.325 1.488
H 3.194468 0.701011 -0.142460 0.241 0.699 0.270
H -1.051193 2.711219 0.945952 0.710 1.719 1.309
H -1.176926 0.895059 0.818335 0.181 1.437 0.150
H -1.215918 1.932533 -0.520807 -1.766 0.572 -1.825
H -3.043817 -1.747835 -0.313600 -1.751 0.346 0.428
H -1.879015 -2.164429 -1.198484 0.770 0.457 0.248
H -0.098129 -1.764138 0.153508 0.283 -0.286 0.972
```
Forces are in eV/Å.


Entry 2:
Here is an isolated molecule of C3H9N2PS in a non-equilibrium geometry from the Open Molecules 2025 dataset. Energies are from ωB97M-V with the def2-TZVPD basis set.

## Properties
* frontier orbital gap: 0.3183 hartree
* structure (SMILES): CCNN(C)P=S
* E_LUMO: -0.0066 Eh
* energy relative to the best compared isomer or geometry (same formula, charge and spin): 194.3 kJ/mol
* HOMO: -8.84 eV
* F_max: 3.230 eV/A

The geometry in XYZ format:
```
16
Properties=species:S:1:pos:R:3:forces:R:3
C -1.043137 1.706749 0.159650 0.598 -2.431 -2.040
C -0.044548 0.703091 0.665721 2.079 0.588 -1.429
N 0.585568 0.121289 -0.584571 0.564 -0.839 0.508
N 1.599792 -0.948965 -0.282829 -1.084 2.771 -0.303
C 1.008414 -2.229599 -0.148653 -2.359 -0.427 -0.371
P 3.185362 -0.602635 -0.091959 0.628 -0.033 0.315
S 3.393595 1.311551 0.020474 0.161 -0.015 -0.194
H -1.391933 1.103172 -0.698033 -0.967 0.568 0.173
H -1.816676 1.832749 0.870152 -0.664 1.045 0.455
H -0.510350 2.489404 -0.346275 -0.218 1.196 0.521
H 0.768695 1.276166 1.173232 -0.711 -1.242 0.737
H -0.565903 -0.140105 1.067086 0.116 -0.221 1.274
H 1.073835 0.916323 -1.034379 0.207 -0.935 0.274
H 0.217422 -2.323568 -0.896732 0.346 -0.093 -0.430
H 1.626380 -3.090697 -0.182795 1.225 -0.342 -0.313
H 0.421634 -2.365855 0.749456 0.081 0.410 0.823
```
Forces are in eV/Å.


Entry 3:
Here is an isolated molecule of C3H9N2S in a non-equilibrium geometry from the Open Molecules 2025 dataset. Energies are from ωB97M-V with the def2-TZVPD basis set.

## Properties
* frontier orbital gap (spin up / spin down): 0.3757 / 0.2619 hartree
* E_LUMO (spin up / spin down): 0.0365 / -0.0722 Eh
* 2S+1: 2
* ⟨S²⟩: 0.753
* energy relative to the best compared isomer or geometry (same formula, charge and spin): 123.7 kJ/mol
* HOMO (spin up / spin down): -9.23 / -9.09 eV
* F_max: 5.002 eV/A

The geometry in XYZ format:
```
15
Properties=species:S:1:pos:R:3:forces:R:3
C -0.388266 -0.857266 0.557197 2.293 0.911 0.422
C -1.657471 -1.450100 0.214025 -2.465 -1.796 -2.749
S -1.885877 -3.302914 0.364295 0.648 1.197 -0.192
N -0.207672 0.502919 0.043530 0.555 1.741 -2.439
C 1.192544 1.012634 0.186172 2.192 -1.104 -1.762
N 1.494707 2.147189 -0.789454 -1.037 -1.474 4.666
H -0.293287 -0.770995 1.626794 0.310 -0.161 0.554
H 0.417523 -1.500802 0.175682 0.037 -0.125 0.195
H -1.840230 -1.143354 -0.874983 -0.310 -0.692 1.301
H -2.555201 -1.223134 0.779107 -0.001 0.934 0.207
H -0.360874 0.643545 -1.047809 0.099 -1.046 2.938
H 1.929995 0.177685 -0.028897 -0.687 0.482 -0.409
H 1.599613 1.245916 1.178214 -1.339 0.571 0.217
H 1.932939 1.907604 -1.618598 0.228 -0.605 -1.835
H 0.621557 2.611073 -0.765273 -0.523 1.168 -1.114
```
Forces are in eV/Å.